Entry 1:
Here is a 13-piece molecular cluster, C44H56F9N13O6 overall from the Open Molecules 2025 dataset. Energies are from ωB97M-V/def2-TZVPD.

Structure (XYZ):
```
128
Properties=species:S:1:pos:R:3:forces:R:3
C 0.142977 -2.181376 6.871935 0.002 0.239 0.279
C 1.097448 -1.471905 5.948240 -0.256 -0.193 -0.179
F 2.284888 -1.251285 6.639288 0.164 0.027 0.050
C 1.415938 -2.234175 4.644653 -0.296 0.804 -0.108
C 0.942171 -1.451420 3.438487 -0.058 -0.098 -0.183
C -0.424254 -1.539281 3.097862 0.320 0.154 -0.340
O -1.258890 -2.364671 3.832522 0.166 0.164 -0.058
C -0.991917 -0.818786 2.043526 -0.075 -0.016 -0.258
C -2.463200 -0.911782 1.728930 0.573 -0.308 0.632
C -3.312066 -0.336958 2.847227 -0.229 -0.188 -0.179
O -3.501910 1.064450 2.628286 -0.060 -0.197 0.171
C -3.406753 1.863705 3.765244 0.020 0.409 -0.233
C -2.030179 2.541413 3.791831 -0.945 0.090 -0.319
F -1.074178 1.732489 4.293944 0.105 0.002 -0.133
F -1.725697 2.846811 2.491117 0.246 -0.032 0.346
C -2.045576 3.873437 4.566388 0.181 -0.522 0.781
F -2.645434 4.808542 3.816418 0.070 0.036 -0.142
F -2.806867 3.677716 5.675993 -0.022 0.075 -0.127
C -0.652116 4.384609 5.060624 0.200 0.676 -0.385
F -0.754892 5.734951 5.124623 -0.035 -0.109 0.031
F -0.411147 3.938660 6.296255 -0.066 -0.208 -0.005
C 0.556882 4.039430 4.125621 0.146 0.258 0.181
F 1.255638 3.032925 4.678959 -0.060 0.016 -0.096
F 1.374657 5.120388 4.054647 -0.017 -0.010 0.091
C -0.119789 -0.029447 1.313712 -0.139 0.061 0.108
C 1.231023 0.058384 1.613973 0.208 -0.172 0.244
C 1.807981 -0.642466 2.673576 -0.213 -0.291 -0.099
C 3.268750 -0.452940 2.958121 0.077 0.530 0.061
C 3.560043 1.001960 3.432498 -0.338 -0.466 0.083
O 4.404248 1.029981 4.564320 0.074 0.170 -0.348
C 1.856499 0.987069 0.634652 -0.593 -0.170 0.514
O 2.978085 1.094890 0.273132 0.658 0.222 -0.154
N 0.745651 1.801074 0.080519 0.284 -0.073 -0.865
O 0.524545 2.713998 1.173678 0.000 0.085 0.193
C -0.363477 0.829777 0.128278 0.327 -0.287 0.904
O -1.190590 0.750595 -0.720727 -0.607 0.254 -0.376
H 0.560742 -3.122583 7.217571 0.042 -0.167 -0.033
H -0.035718 -1.545037 7.734874 0.024 -0.004 0.191
H -0.815833 -2.349013 6.395852 -0.086 -0.118 -0.231
H 0.689985 -0.492276 5.700942 0.078 0.206 -0.013
H 2.488616 -2.340149 4.604342 0.190 -0.321 0.029
H 0.927562 -3.199061 4.660992 0.113 -0.313 0.025
H -1.158475 -3.265075 3.497545 -0.057 -0.138 -0.032
H -2.685890 -0.419186 0.795411 -0.092 0.043 -0.181
H -2.714452 -1.964667 1.637201 -0.130 -0.137 -0.180
H -4.280043 -0.832891 2.850655 -0.222 0.083 -0.056
H -2.858466 -0.520764 3.815804 0.179 0.066 0.142
H -4.146227 2.659443 3.685375 -0.096 0.103 -0.024
H -3.598638 1.340550 4.697947 0.129 -0.153 0.126
H 0.268214 3.789331 3.108926 -0.036 -0.185 0.052
H 3.843031 -0.638776 2.055892 0.039 -0.138 -0.164
H 3.648488 -1.109393 3.726457 -0.051 -0.156 0.196
H 2.615470 1.466571 3.709353 0.004 0.079 0.041
H 3.977865 1.558091 2.597647 0.104 0.208 -0.035
H 5.285629 1.242452 4.241215 0.280 -0.120 0.325
H -0.244109 3.233375 0.910537 0.105 0.022 -0.242
C -5.849288 1.263153 -0.552410 0.020 0.017 -0.020
C -5.478603 -0.045600 -0.033177 -0.016 0.139 0.072
N -5.183565 -1.068098 0.393629 -0.120 -0.101 -0.041
H -6.149196 1.178844 -1.594913 0.005 0.027 -0.013
H -6.676362 1.667672 0.027128 -0.007 0.012 0.001
H -4.999632 1.938879 -0.481463 0.015 0.016 -0.007
C -6.274361 -3.050709 -1.983137 -0.071 -0.079 0.082
C -5.662790 -4.191567 -2.644543 0.112 0.264 -0.043
N -5.103314 -5.044277 -3.166287 -0.001 -0.261 -0.116
H -5.608662 -2.709635 -1.194751 -0.038 0.042 0.066
H -6.428744 -2.239996 -2.692733 0.006 -0.036 -0.044
H -7.229920 -3.333526 -1.546112 -0.005 0.012 0.011
C 2.428501 6.961796 1.385086 0.000 -0.011 0.028
C 2.149329 7.314139 -0.000756 0.040 -0.044 0.108
N 1.927004 7.584082 -1.091943 -0.058 0.035 -0.172
H 1.567919 7.198684 2.007448 0.006 -0.007 0.031
H 2.638862 5.896659 1.459848 -0.001 -0.018 0.019
H 3.290616 7.519254 1.744840 0.016 0.005 0.005
C 6.765333 4.371506 3.655080 -0.062 -0.028 0.270
C 7.146458 2.992148 3.923001 -0.005 0.101 -0.013
N 7.447199 1.905017 4.134626 -0.058 -0.144 -0.047
H 6.086025 4.410015 2.809314 0.005 0.034 -0.051
H 6.272218 4.788737 4.532037 -0.007 -0.026 0.007
H 7.645620 4.960586 3.420881 0.014 0.044 -0.071
C 7.433415 4.029981 -0.971222 -0.022 0.068 -0.091
C 7.530276 4.968018 0.137361 0.033 -0.042 -0.101
N 7.607761 5.703983 1.013594 0.006 0.129 0.016
H 7.405907 4.560854 -1.927294 0.045 -0.071 0.287
H 8.291558 3.360297 -0.960345 0.002 -0.004 -0.002
H 6.521553 3.442910 -0.868501 0.001 -0.022 -0.012
C -1.682143 -5.526253 -4.126262 -0.155 0.000 0.237
C -0.551171 -4.748866 -3.639593 -0.077 -0.094 -0.144
N 0.333257 -4.126386 -3.259084 0.170 0.059 0.168
H -1.425616 -6.582901 -4.169818 0.040 0.005 -0.032
H -2.529938 -5.390364 -3.456184 -0.025 -0.040 -0.015
H -1.953827 -5.190143 -5.120462 0.019 -0.014 -0.067
C -1.148582 -2.702056 -8.157716 -0.049 -0.002 0.088
C -0.688408 -3.896694 -7.463475 -0.002 0.091 -0.051
N -0.326092 -4.837308 -6.917301 0.037 -0.130 -0.009
H -1.221244 -2.898526 -9.222737 0.026 0.034 -0.033
H -2.125916 -2.410223 -7.777094 0.001 0.009 0.009
H -0.445163 -1.887880 -8.001936 0.015 0.014 -0.046
C -6.026415 -8.118171 -4.153866 -0.012 -0.023 -0.062
C -5.188925 -9.298163 -4.322940 -0.067 0.082 0.014
N -4.526060 -10.223736 -4.455789 0.104 -0.136 -0.017
H -6.877429 -8.170751 -4.830488 -0.010 -0.008 0.002
H -6.387478 -8.066009 -3.129142 0.003 0.028 0.014
H -5.452063 -7.220189 -4.366721 -0.009 0.034 0.049
C 5.542382 2.611869 -4.951544 -0.019 -0.018 -0.008
C 6.410772 3.669468 -4.453635 -0.057 -0.038 -0.091
N 7.093327 4.503783 -4.063840 0.047 0.061 -0.109
H 6.099080 1.967696 -5.628720 -0.004 -0.014 -0.008
H 5.168377 2.018338 -4.119622 -0.015 -0.009 -0.001
H 4.700445 3.048749 -5.484106 -0.016 -0.004 -0.003
C -0.836503 -2.643932 -13.152663 0.000 -0.011 -0.019
C -0.313741 -2.019833 -11.944599 -0.018 -0.022 -0.106
N 0.097441 -1.527043 -10.994956 0.034 0.058 0.114
H -0.902215 -3.720852 -13.012366 -0.002 -0.012 -0.013
H -1.826805 -2.250414 -13.371688 -0.009 -0.002 -0.014
H -0.175508 -2.433367 -13.990562 0.000 -0.005 -0.016
C 0.874239 -6.836469 -0.260469 -0.027 0.025 -0.067
C 0.071671 -5.909124 0.528287 0.058 -0.049 -0.042
N -0.558104 -5.188488 1.159351 -0.059 0.153 0.178
H 1.242576 -6.339141 -1.156465 -0.015 0.046 0.006
H 1.717035 -7.188588 0.330407 0.013 0.009 0.007
H 0.266105 -7.690189 -0.553246 -0.009 -0.007 0.001
C -2.396048 3.812520 -0.393408 -0.063 -0.070 0.031
C -3.187784 4.441162 -1.441285 0.088 0.003 0.100
N -3.826884 4.938216 -2.252036 -0.143 0.022 -0.135
H -2.324476 2.739693 -0.575116 0.033 0.061 -0.011
H -1.393436 4.241051 -0.387298 -0.007 0.066 -0.106
H -2.866089 3.984003 0.573011 -0.005 0.010 0.024
```
Forces are in eV/Å.

HOMO-LUMO gap   9.1 eV
LUMO energy   -0.29 eV
M   1034.0 g/mol


Entry 2:
Here is an isolated ion of composition C3H4NO3S and charge -1 from the Open Molecules 2025 dataset. Energies are from ωB97M-V/def2-TZVPD.

Structure (XYZ):
```
12
Properties=species:S:1:pos:R:3:forces:R:3
C 1.735755 0.382277 1.059919 -0.886 3.310 -1.786
C 0.274044 0.550325 0.682506 2.265 -0.801 -1.688
N -0.163525 0.614868 -0.536548 0.484 -0.665 -1.584
O 0.475315 0.981739 -1.564740 -0.528 -0.536 1.342
O -1.544910 0.216764 -0.788112 1.377 2.270 1.187
C -1.906342 -1.106300 -1.145788 0.219 -0.782 -0.535
O -1.127932 -1.998998 -1.361211 0.997 0.340 0.434
S -3.556950 -1.042100 -1.264790 -1.882 -0.319 -0.105
H 1.911213 1.118391 1.875096 0.591 -0.039 -0.831
H 1.948981 -0.532685 1.500575 0.014 -2.064 0.497
H 2.276352 0.521476 0.094945 0.277 0.154 1.147
H -0.322000 0.294244 1.448147 -2.928 -0.869 1.922
```
Forces are in eV/Å.

HOMO-LUMO gap   7.1 eV
LUMO energy   3.55 eV
SMILES string   C/C=[N+](\[O-])OC([O-])=S
M   134.1 g/mol
Charge   -1
Energy above the lowest of the compared OMol25 structures with the same formula, charge and spin   3.870 eV


Entry 3:
Here is C34H55BeClN3OP2 as an isolated structure from the Open Molecules 2025 dataset. Energies are from ωB97M-V/def2-TZVPD.

Structure (XYZ):
```
97
Properties=species:S:1:pos:R:3:forces:R:3
C -1.184132 -2.629934 -1.734217 0.674 -0.199 0.050
C 1.059309 -1.875309 -1.527263 -0.844 -1.134 -1.388
C -0.760674 -3.790581 -2.373565 0.157 -0.197 0.462
C 1.556196 -3.101145 -2.006846 -0.402 0.522 -0.502
C 0.612014 -4.070220 -2.397375 0.222 -0.033 0.168
H -1.530924 -4.474851 -2.732827 0.486 0.119 -0.210
H 2.634331 -3.162110 -2.244629 -0.836 -0.273 0.138
H 0.972311 -5.016121 -2.799187 -0.151 0.196 0.009
N -0.261344 -1.857635 -1.126571 0.956 1.834 -1.316
P -2.810504 -1.075249 -0.227793 -0.189 0.406 -0.644
P 2.580087 0.451588 -0.465286 0.670 2.929 -1.348
C -2.611753 -2.107377 -1.782037 -0.040 -0.409 0.782
H -2.767190 -1.475464 -2.659846 0.459 -0.024 0.061
H -3.349626 -2.932676 -1.881692 0.633 0.491 0.185
C 0.844561 0.962397 0.332551 -1.568 -0.937 -0.079
O 0.417507 1.926886 0.891902 1.187 0.020 -0.350
C 1.819496 -0.621940 -1.875957 1.830 0.472 -0.829
H 2.582223 -0.885787 -2.678682 -0.420 -0.087 1.774
C 3.800109 1.515978 -1.690486 0.444 0.032 0.104
C 3.548274 0.487907 1.272077 0.225 -0.897 0.324
C -3.875160 0.446898 -0.620323 -0.245 -0.571 0.103
C -3.657878 -2.377866 0.854918 -0.102 0.407 -0.025
C 3.170280 2.914075 -1.575536 -0.028 0.370 -0.118
H 3.282252 3.386776 -0.585165 0.011 -0.336 -0.340
H 3.600672 3.612079 -2.325642 -0.105 -0.383 0.357
H 2.095903 2.830571 -1.775114 0.429 0.142 0.210
C 5.301159 1.516066 -1.344653 0.371 0.026 -0.106
H 5.571909 1.923771 -0.362416 -0.030 -0.257 -0.556
H 5.683446 0.485727 -1.427177 0.049 0.445 0.011
H 5.842766 2.123380 -2.108484 -0.419 -0.343 0.465
C 3.802575 1.107219 -3.199023 -0.533 -0.505 -0.216
H 4.146260 1.984995 -3.826697 -0.352 -0.974 0.843
H 4.478313 0.239996 -3.447576 -0.545 0.808 0.504
H 2.773297 0.820970 -3.509834 1.304 0.476 -0.051
C 3.960685 1.949023 1.627862 -0.257 -0.191 -0.605
H 3.076837 2.579602 1.772263 0.075 -0.139 0.015
H 4.516123 1.911880 2.577096 -0.196 -0.123 -0.236
H 4.600618 2.428065 0.890734 -0.208 -0.049 0.288
C 2.731077 0.024626 2.493962 -0.278 -0.099 -0.254
H 1.879751 0.675477 2.710058 0.094 -0.101 -0.093
H 2.382047 -1.002672 2.385947 0.078 0.141 0.030
H 3.398757 0.060867 3.369390 -0.137 -0.003 -0.303
C 4.743434 -0.476033 1.175524 0.021 0.086 -0.001
H 5.478599 -0.161689 0.429069 -0.180 -0.210 0.294
H 5.230479 -0.503990 2.164018 -0.024 -0.104 -0.352
H 4.379002 -1.487433 0.922946 0.260 0.327 0.173
C -3.948375 -1.787878 2.240550 -0.126 -0.027 0.203
H -4.402118 -2.577756 2.856790 0.093 0.216 -0.057
H -3.035484 -1.448745 2.743943 -0.196 -0.132 -0.105
H -4.654364 -0.948036 2.210223 0.230 -0.263 0.013
C -2.692660 -3.562617 1.016429 0.135 -0.035 -0.010
H -2.569977 -4.133650 0.087134 -0.052 0.111 0.183
H -1.706429 -3.232964 1.356211 -0.229 -0.128 -0.074
H -3.101756 -4.244236 1.777266 0.062 0.150 -0.221
C -4.965541 -2.884706 0.218208 -0.221 -0.129 0.194
H -5.236611 -3.833832 0.703440 0.041 0.208 -0.071
H -5.797084 -2.189677 0.369323 0.234 -0.222 -0.006
H -4.883816 -3.091684 -0.855504 -0.065 0.045 0.310
C -3.759154 0.736142 -2.118113 0.090 0.085 -0.063
H -4.210127 -0.053247 -2.734497 0.011 0.214 0.165
H -4.286639 1.674234 -2.347997 0.170 -0.185 0.086
H -2.704843 0.848271 -2.396295 -0.288 -0.021 0.060
C -3.276362 1.620840 0.176131 0.104 -0.057 0.017
H -2.230197 1.820578 -0.101226 -0.244 -0.081 0.005
H -3.858388 2.528392 -0.039473 0.113 -0.198 0.118
H -3.307001 1.435181 1.259661 -0.067 0.067 -0.205
C -5.345202 0.260504 -0.253363 -0.322 0.339 -0.122
H -5.817648 -0.533390 -0.845027 0.121 0.227 0.168
H -5.491752 0.065004 0.815023 -0.037 0.045 -0.334
H -5.872797 1.197064 -0.488498 0.059 -0.197 0.078
Be -0.599595 -0.339199 -0.419400 1.165 0.504 -0.757
N -0.157704 0.678358 -1.789662 -1.186 0.297 0.049
C 0.797073 0.742279 -2.607802 -2.671 -1.668 3.644
C 0.463593 1.792194 -3.831896 1.490 -0.185 -0.242
C 1.458528 1.905163 -4.992498 0.045 0.335 -0.899
C -0.883248 1.263093 -4.322622 -0.517 0.004 -0.372
C 0.263994 3.191202 -3.230457 -0.356 0.555 0.188
H 2.380015 2.494276 -4.780734 -0.780 -0.642 0.052
H 1.717505 0.919483 -5.424126 0.032 0.438 0.223
H 0.961419 2.474695 -5.807018 0.113 -0.359 0.433
H -1.648729 1.635489 -3.640714 0.135 -0.450 -0.018
H -1.179954 1.677269 -5.294771 0.467 -0.038 -0.005
H -0.899035 0.160728 -4.391918 -0.119 0.510 0.053
H -0.368280 3.817665 -3.890429 0.313 -0.486 -0.023
H -0.311345 3.105152 -2.291876 0.478 0.091 -0.217
H 1.206956 3.761104 -3.091567 -0.720 -0.479 -0.056
Cl -1.301224 0.177313 5.262922 0.112 -0.116 -0.041
C -0.562822 -0.858845 4.091658 0.135 0.108 -0.661
C 0.187616 -1.973491 4.475221 -0.423 0.441 0.162
C 0.711034 -2.782543 3.480545 -0.002 -0.082 -0.546
C 0.480570 -2.451167 2.140546 -0.264 0.384 0.576
N -0.219977 -1.361832 1.786094 -0.042 -0.049 0.234
C -0.728937 -0.554555 2.727584 0.591 -1.001 0.622
H 0.321479 -2.172279 5.540180 0.021 -0.058 -0.373
H 1.290435 -3.671465 3.711323 -0.078 0.155 0.077
H 0.887673 -3.082670 1.343084 -0.237 0.288 0.145
H -1.275594 0.336256 2.417374 0.138 -0.198 -0.010
```
Forces are in eV/Å.

HOMO-LUMO gap   6.0 eV
LUMO energy   -3.00 eV
M   628.2 g/mol
Charge   +1
Energy above the lowest of the compared OMol25 structures with the same formula, charge and spin   5.519 eV


Entry 4:
Here is a 3-piece molecular cluster, C4H14O2 overall from the Open Molecules 2025 dataset. Energies are from ωB97M-V/def2-TZVPD.

Structure (XYZ):
```
20
Properties=species:S:1:pos:R:3:forces:R:3
C 2.235182 0.805263 0.204955 0.753 1.795 1.383
C 0.912538 0.309097 0.816236 -0.576 0.719 -1.089
C 0.805859 -1.196774 0.524960 0.971 -0.241 2.052
C -0.638222 -1.695754 0.544731 -1.099 -0.566 0.023
H 2.196276 0.815147 -0.875955 0.012 -0.639 -0.276
H 3.122399 0.305849 0.591673 -0.037 -0.609 -0.278
H 2.525891 1.866753 0.411415 -0.773 -0.480 0.210
H 0.160158 0.807947 0.174365 -0.030 -0.246 0.515
H 0.616502 0.611367 1.868311 0.874 -0.462 -1.065
H 1.383809 -1.728485 1.332689 -0.528 0.407 -0.456
H 1.477470 -1.378113 -0.331861 -1.088 -0.282 -0.271
H -0.819042 -2.704850 0.934399 0.780 -0.148 -0.100
H -1.104119 -1.748112 -0.449048 0.051 0.513 0.235
H -1.311993 -1.130883 1.242373 0.782 0.174 -0.830
O -2.001922 -0.083204 -2.414150 -1.309 0.155 -0.115
H -1.627258 -0.715993 -3.027785 0.747 0.247 0.401
H -1.413336 0.368875 -1.805130 0.459 -0.342 -0.259
O -1.998519 1.905544 -0.093091 0.344 -0.491 -0.351
H -1.673268 2.801546 0.013329 -0.391 0.098 0.240
H -2.848409 1.784783 0.337584 0.057 0.394 0.031
```
Forces are in eV/Å.

HOMO-LUMO gap   11.3 eV
LUMO energy   0.68 eV
SMILES string   CCCC.O.O
M   94.2 g/mol
Energy above the lowest of the compared OMol25 structures with the same formula, charge and spin   0.973 eV